This record from OMol25 describes a structure of composition C30H53N2O4PPdS2Si2. The level of theory is ωB97M-V/def2-TZVPD.

Spin multiplicity: 5
Total charge: 0
Gap between HOMO and LUMO (alpha / beta), eV: 5.7 / 4.9
Energy relative to the best compared isomer or geometry (same formula, charge and spin), eV: 0.274

Last column: Mulliken charge in e.
Geometry (Å):
Pd: -0.631 -0.561 0.081  -0.39
C: -3.944 -1.163 0.475  -1.14
Si: -2.789 -2.292 -0.502  0.96
C: -3.506 -2.826 -2.158  -1.42
C: -2.271 -3.835 0.407  0.14
C: -2.902 -5.043 0.074  -0.83
C: -2.524 -6.242 0.652  -0.67
C: -1.474 -6.258 1.560  -0.79
C: -0.824 -5.078 1.881  -0.65
C: -1.210 -3.843 1.336  0.55
Si: -0.245 -2.311 1.904  1.09
C: -1.243 -1.388 3.216  -1.19
C: 1.346 -2.973 2.613  -0.47
H: -4.799 -0.879 -0.145  0.41
H: -3.460 -0.244 0.809  0.19
H: -4.312 -1.690 1.358  0.47
H: -4.589 -2.978 -2.121  0.47
H: -3.035 -3.765 -2.455  0.51
H: -3.294 -2.100 -2.942  0.32
H: -3.712 -5.049 -0.647  0.38
H: -3.037 -7.159 0.391  0.39
H: -1.159 -7.189 2.014  0.41
H: 0.002 -5.124 2.580  0.29
H: -1.896 -2.089 3.743  0.47
H: -1.859 -0.581 2.818  0.28
H: -0.541 -0.939 3.921  0.27
H: 1.132 -3.504 3.547  0.39
H: 2.059 -2.184 2.834  -0.39
H: 1.825 -3.668 1.922  0.35
C: 1.641 0.138 -2.110  -0.20
C: 0.757 -0.194 -3.314  0.42
C: 0.166 -1.604 -3.223  -1.44
C: -0.268 0.878 -3.612  -0.06
C: 0.001 1.805 -4.591  -0.69
C: -0.940 2.761 -4.976  -1.17
C: -2.227 2.764 -4.423  -0.78
C: -2.589 1.871 -3.447  -0.02
C: -4.037 1.811 -3.003  0.56
C: -4.664 0.474 -3.406  -1.51
C: -4.303 2.090 -1.520  -1.65
C: -1.567 0.945 -2.939  0.62
O: -1.825 0.230 -1.944  1.45
H: 2.420 -0.612 -1.982  0.53
H: 1.078 0.170 -1.171  -0.82
H: 2.120 1.112 -2.233  0.21
H: 1.420 -0.189 -4.185  0.66
H: -0.361 -1.770 -2.281  -0.01
H: 0.970 -2.337 -3.286  0.47
H: -0.539 -1.798 -4.034  0.38
H: 0.963 1.776 -5.091  0.49
H: -0.690 3.477 -5.749  0.39
H: -2.961 3.471 -4.793  0.48
H: -4.540 2.592 -3.579  0.75
H: -4.276 -0.328 -2.783  -0.07
H: -4.467 0.230 -4.451  0.38
H: -5.745 0.519 -3.264  0.48
H: -3.600 1.569 -0.871  0.12
H: -5.309 1.752 -1.262  0.50
H: -4.278 3.161 -1.306  0.24
C: 1.392 3.811 -1.073  -1.31
N: 0.740 2.727 -0.378  0.73
C: -0.582 2.612 -0.208  0.49
N: -1.356 3.630 -0.678  -0.41
O: -1.113 1.644 0.375  -0.72
H: 2.460 3.609 -1.094  0.20
H: 1.236 4.775 -0.579  0.40
H: 1.054 3.883 -2.112  0.47
H: 1.285 2.027 0.125  -0.78
H: -0.982 4.314 -1.309  0.23
H: -2.342 3.447 -0.716  0.10
C: 2.698 -0.922 5.461  -1.33
C: 3.446 0.025 4.547  1.02
C: 4.782 0.451 5.124  -1.55
O: 3.687 -0.672 3.296  -0.45
P: 3.356 0.023 1.889  0.41
S: 4.006 -1.072 0.432  -0.47
S: 1.398 0.538 1.845  -0.33
O: 4.179 1.394 2.134  -0.04
C: 4.047 2.583 1.345  1.28
C: 4.859 2.472 0.067  -1.37
C: 4.508 3.727 2.226  -1.69
H: 2.561 -0.463 6.441  0.47
H: 3.263 -1.848 5.585  0.31
H: 1.718 -1.166 5.052  0.05
H: 2.822 0.897 4.337  0.27
H: 5.403 -0.426 5.311  0.34
H: 4.629 0.977 6.069  0.39
H: 5.306 1.109 4.434  0.29
H: 2.984 2.717 1.118  -0.31
H: 5.901 2.257 0.310  0.37
H: 4.821 3.415 -0.484  0.47
H: 4.493 1.662 -0.564  0.18
H: 5.549 3.576 2.519  0.36
H: 3.898 3.785 3.128  0.35
H: 4.433 4.675 1.690  0.43